# 1
{"formula": "C6H10O", "method": "wB97M-V/def2-TZVPD", "elements": ["C", "C", "C", "C", "O", "C", "C", "H", "H", "H", "H", "H", "H", "H", "H", "H", "H"], "coordinates": [[1.49, -0.53, -0.51], [0.69, 0.37, 0.41], [0.13, 1.70, -0.16], [-1.29, 1.27, 0.23], [-1.89, 0.50, -0.85], [-1.50, -0.70, -0.41], [-0.77, -0.07, 0.78], [1.70, -1.50, -0.03], [2.45, -0.06, -0.75], [0.96, -0.73, -1.44], [1.25, 0.56, 1.33], [0.48, 2.59, 0.37], [0.26, 1.85, -1.24], [-2.00, 1.96, 0.68], [-0.31, -3.67, 0.03], [-0.68, -3.07, -0.22], [-0.96, -0.48, 1.78]], "charge": 0, "energy_ev": -8426.63520, "orbital_gap_ev": 9.370, "homo_ev": -8.50, "multiplicity": 1}


# 2
{"formula": "C4H5N3O2S", "method": "wB97M-V/def2-TZVPD", "elements": ["C", "C", "N", "C", "O", "N", "O", "C", "N", "S", "H", "H", "H", "H", "H"], "coordinates": [[-0.81, -1.40, 0.85], [-0.07, -0.45, 0.10], [0.97, -0.82, -0.56], [1.73, 0.02, -1.39], [2.47, -0.38, -2.26], [1.51, 1.36, -1.03], [2.32, 2.25, -1.74], [0.41, 1.81, -0.39], [-0.50, 1.05, 0.18], [-1.84, 1.52, 1.14], [-0.20, -2.26, 0.99], [-1.65, -1.59, 0.18], [-1.05, -0.77, 1.72], [2.91, 1.59, -2.19], [0.27, 2.92, -0.15]], "smiles": "Cc1nc(=O)n(O)c[n+]1[S-]", "charge": 0, "energy_ev": -23626.40147, "orbital_gap_ev": 7.673, "homo_ev": -8.08, "multiplicity": 1}


# 3
{"formula": "C35H88AsF6N4O17", "method": "wB97M-V/def2-TZVPD", "elements": ["As", "F", "F", "F", "F", "F", "F", "C", "C", "O", "C", "O", "O", "C", "H", "H", "H", "H", "H", "H", "H", "H", "C", "C", "O", "C", "O", "O", "C", "H", "H", "H", "H", "H", "H", "H", "H", "C", "O", "C", "C", "N", "C", "C", "O", "C", "H", "H", "H", "H", "H", "H", "H", "H", "H", "H", "H", "H", "H", "H", "H", "C", "O", "C", "C", "N", "C", "C", "O", "C", "H", "H", "H", "H", "H", "H", "H", "H", "H", "H", "H", "H", "H", "H", "H", "C", "O", "C", "C", "N", "C", "C", "O", "C", "H", "H", "H", "H", "H", "H", "H", "H", "H", "H", "H", "H", "H", "H", "H", "C", "O", "C", "C", "N", "C", "C", "O", "C", "H", "H", "H", "H", "H", "H", "H", "H", "H", "H", "H", "H", "H", "H", "H", "C", "O", "H", "H", "H", "H", "C", "O", "H", "H", "H", "H", "C", "O", "H", "H", "H", "H"], "coordinates": [[-0.31, 1.44, -0.73], [0.91, 0.11, -0.39], [1.02, 2.71, -0.61], [-1.45, 2.79, -0.94], [-1.67, 0.21, -0.85], [-0.58, 1.57, 1.11], [-0.02, 1.28, -2.55], [3.57, 1.87, -2.52], [4.41, 0.72, -2.02], [5.78, 1.03, -1.75], [6.74, 0.09, -1.72], [6.57, -1.13, -1.62], [7.99, 0.66, -1.70], [8.19, 2.06, -1.91], [3.50, 2.64, -1.75], [2.54, 1.62, -2.79], [3.95, 2.34, -3.43], [4.43, -0.05, -2.79], [3.87, 0.40, -1.13], [9.26, 2.26, -1.78], [7.62, 2.56, -1.13], [7.90, 2.46, -2.88], [1.22, 2.93, 3.39], [1.42, 2.85, 4.96], [1.70, 1.52, 5.33], [2.94, 1.11, 5.55], [3.90, 1.75, 5.25], [2.91, -0.10, 6.20], [4.04, -0.90, 6.51], [2.08, 2.63, 2.80], [1.12, 3.97, 3.07], [0.31, 2.39, 3.15], [0.60, 3.21, 5.59], [2.28, 3.48, 5.19], [4.44, -1.18, 5.54], [3.79, -1.90, 6.88], [4.78, -0.41, 7.15], [-8.21, 1.36, -1.84], [-6.80, 1.48, -1.82], [-6.34, 2.75, -1.33], [-4.86, 2.84, -1.73], [-4.62, 3.06, -3.18], [-3.25, 2.88, -3.61], [-3.19, 3.23, -5.15], [-3.82, 2.22, -5.96], [-3.64, 2.25, -7.30], [-8.62, 2.12, -2.51], [-8.65, 1.34, -0.85], [-8.32, 0.37, -2.29], [-6.32, 2.72, -0.24], [-6.81, 3.68, -1.66], [-4.37, 1.93, -1.40], [-4.36, 3.67, -1.23], [-5.14, 2.30, -3.60], [-2.87, 1.87, -3.50], [-2.57, 3.52, -3.04], [-2.13, 3.24, -5.39], [-3.61, 4.21, -5.38], [-4.20, 1.40, -7.70], [-2.61, 2.19, -7.64], [-4.02, 3.16, -7.77], [3.53, -0.81, 2.07], [4.38, -1.93, 2.34], [5.78, -1.66, 2.12], [6.66, -2.93, 2.05], [6.83, -3.38, 3.45], [7.87, -4.32, 3.73], [7.81, -5.64, 2.82], [8.62, -6.65, 3.40], [8.59, -7.92, 2.74], [2.54, -1.03, 2.48], [3.29, -0.65, 1.02], [3.77, 0.08, 2.65], [6.11, -0.89, 2.82], [5.94, -1.24, 1.13], [7.53, -2.63, 1.46], [6.22, -3.72, 1.44], [7.21, -2.62, 3.99], [7.91, -4.65, 4.77], [8.81, -3.78, 3.58], [8.18, -5.46, 1.81], [6.80, -6.04, 2.84], [9.25, -8.56, 3.32], [8.96, -7.83, 1.72], [7.59, -8.36, 2.68], [-1.04, -2.24, -7.75], [-1.14, -2.30, -6.30], [-2.04, -1.31, -5.81], [-1.86, -1.26, -4.29], [-2.20, -2.51, -3.64], [-1.98, -2.48, -2.20], [-2.04, -3.87, -1.63], [-1.16, -4.85, -2.22], [0.20, -4.72, -1.84], [-1.95, -2.60, -8.24], [-0.34, -3.00, -8.07], [-0.70, -1.29, -8.16], [-3.06, -1.59, -6.06], [-1.89, -0.33, -6.25], [-2.48, -0.41, -4.00], [-0.83, -0.91, -4.19], [-1.64, -3.24, -4.05], [-2.83, -1.98, -1.74], [-1.05, -1.97, -1.95], [-3.06, -4.24, -1.75], [-1.90, -3.79, -0.55], [0.77, -5.38, -2.49], [0.29, -5.05, -0.81], [0.55, -3.69, -1.89], [-4.54, 0.37, 1.08], [-4.73, -1.00, 1.61], [-4.17, -2.06, 0.83], [-4.52, -3.44, 1.37], [-4.76, -3.56, 2.82], [-3.54, -3.26, 3.56], [-3.80, -3.15, 5.06], [-4.09, -1.81, 5.35], [-4.03, -1.56, 6.77], [-4.86, 1.15, 1.77], [-5.20, 0.45, 0.21], [-3.53, 0.55, 0.73], [-3.09, -1.98, 0.79], [-4.50, -1.94, -0.21], [-3.75, -4.13, 1.03], [-5.40, -3.77, 0.82], [-5.22, -2.69, 3.03], [-3.05, -2.36, 3.18], [-2.84, -4.06, 3.34], [-2.85, -3.44, 5.52], [-4.60, -3.80, 5.42], [-3.02, -1.38, 7.12], [-4.47, -2.39, 7.33], [-4.67, -0.69, 6.97], [0.43, 5.61, 0.21], [-0.25, 6.78, 0.68], [-0.29, 4.79, 0.31], [0.58, 5.54, -0.86], [1.37, 5.45, 0.73], [-0.53, 6.57, 1.57], [-2.09, 6.30, -2.26], [-1.74, 7.50, -1.57], [-1.61, 5.40, -1.87], [-3.17, 6.19, -2.27], [-1.79, 6.37, -3.30], [-1.36, 7.34, -0.70], [-2.97, 3.74, 1.94], [-4.37, 3.98, 2.17], [-2.33, 4.58, 2.20], [-2.55, 2.88, 2.46], [-2.87, 3.50, 0.89], [-4.44, 4.22, 3.10]], "charge": -2, "energy_ev": -155628.86212, "orbital_gap_ev": [2.076, 7.483], "homo_ev": [1.35, -4.06], "multiplicity": 2}


# 4
{"formula": "C18H14FN5O2", "method": "wB97M-V/def2-TZVPD", "elements": ["N", "C", "C", "N", "N", "C", "C", "C", "C", "N", "C", "N", "C", "C", "O", "C", "C", "C", "C", "F", "C", "C", "C", "O", "C", "C", "H", "H", "H", "H", "H", "H", "H", "H", "H", "H", "H", "H", "H", "H"], "coordinates": [[5.72, -0.50, 2.41], [4.63, -0.23, 2.61], [3.20, -0.26, 2.76], [2.73, -0.43, 4.08], [1.40, -0.70, 4.09], [0.89, -0.26, 2.95], [2.03, -0.01, 2.05], [1.94, 0.10, 0.62], [2.80, -0.65, -0.32], [2.71, -0.48, -1.67], [1.79, 0.36, -2.15], [1.93, 0.45, -3.49], [0.88, 1.07, -1.38], [1.04, 1.06, 0.07], [-0.03, 1.91, -2.06], [-1.38, 1.97, -1.51], [-2.13, 0.68, -1.62], [-2.73, 0.35, -2.82], [-3.52, -0.82, -2.92], [-4.27, -1.08, -3.95], [-3.75, -1.66, -1.79], [-3.04, -1.43, -0.62], [-2.24, -0.20, -0.55], [-1.68, 0.25, 0.69], [-1.40, -0.73, 1.74], [-0.65, 0.05, 2.86], [3.34, -0.29, 4.89], [3.50, -1.46, 0.02], [1.43, 1.27, -3.87], [2.86, 0.35, -3.90], [0.40, 1.72, 0.68], [-1.50, 2.48, -0.50], [-2.03, 2.69, -2.15], [-2.60, 1.05, -3.71], [-4.34, -2.58, -1.87], [-3.12, -2.04, 0.22], [-2.23, -1.20, 2.24], [-0.82, -1.62, 1.33], [-1.10, -0.25, 3.86], [-0.64, 1.07, 2.68]], "smiles": "N#Cc1[nH]nc2c1-c1cnc(N)c(c1)OCc1cc(F)ccc1OCC2", "charge": 0, "energy_ev": -33152.50818, "orbital_gap_ev": 8.059, "homo_ev": -7.82, "multiplicity": 1}